{
  "formula": "C34H86F6N6O11P",
  "method": "wB97M-V/def2-TZVPD",
  "symbols": ["P", "F", "F", "F", "F", "F", "F", "C", "O", "C", "C", "N", "C", "C", "O", "C", "H", "H", "H", "H", "H", "H", "H", "H", "H", "H", "H", "H", "H", "H", "H", "C", "O", "C", "C", "N", "C", "C", "O", "C", "H", "H", "H", "H", "H", "H", "H", "H", "H", "H", "H", "H", "H", "H", "H", "C", "O", "C", "C", "N", "C", "C", "O", "C", "H", "H", "H", "H", "H", "H", "H", "H", "H", "H", "H", "H", "H", "H", "H", "C", "O", "C", "C", "N", "C", "C", "O", "C", "H", "H", "H", "H", "H", "H", "H", "H", "H", "H", "H", "H", "H", "H", "H", "C", "O", "C", "C", "N", "C", "C", "O", "C", "H", "H", "H", "H", "H", "H", "H", "H", "H", "H", "H", "H", "H", "H", "H", "C", "C", "C", "O", "C", "N", "H", "H", "H", "H", "H", "H", "H", "H", "H", "H", "H"],
  "positions_angstrom": [[0.808934, -0.740174, -0.685345], [0.650774, -2.357615, -1.015841], [-0.558223, -0.755673, 0.183518], [1.721261, -1.082424, 0.605059], [0.961349, 0.855405, -0.429536], [2.233570, -0.869159, -1.469859], [0.048464, -0.434917, -2.089135], [3.539382, 1.970000, 0.677825], [2.571055, 2.724590, 1.394457], [2.410973, 2.292162, 2.735361], [3.183309, 3.071451, 3.806359], [3.131829, 4.524859, 3.679370], [4.132369, 5.041435, 2.753448], [4.540636, 6.508346, 2.889456], [5.128904, 6.736463, 4.163719], [6.237788, 5.961624, 4.490714], [4.488742, 2.226113, 1.175986], [3.741154, 2.269393, -0.348973], [3.434812, 0.886584, 0.730524], [2.608826, 1.220591, 2.842248], [1.330246, 2.387425, 2.874328], [4.215718, 2.706837, 3.844207], [2.639976, 2.754924, 4.699760], [2.997987, 4.976249, 4.568264], [3.763304, 4.843818, 1.742698], [5.002214, 4.377577, 2.853003], [3.606809, 7.069343, 2.957949], [5.104090, 6.848266, 2.018980], [6.085856, 4.932116, 4.835621], [6.862896, 6.444948, 5.243183], [6.887832, 5.859061, 3.608844], [5.378911, -2.705555, -2.261643], [4.860525, -1.977743, -3.343906], [4.151048, -2.847444, -4.225693], [3.393017, -1.998559, -5.226468], [2.085433, -1.632422, -4.600512], [1.673293, -0.345550, -5.160994], [1.003253, -0.595647, -6.541297], [0.428297, -1.894626, -6.736664], [-0.015139, -2.175664, -8.035980], [4.604774, -2.993713, -1.543436], [6.021582, -2.042429, -1.674408], [6.015039, -3.540906, -2.570492], [3.401024, -3.400142, -3.647138], [4.851309, -3.566571, -4.664920], [3.268579, -2.559272, -6.154830], [4.011086, -1.114863, -5.426817], [2.412839, -1.431955, -3.654898], [2.410375, 0.463218, -5.123628], [0.882062, 0.025110, -4.499556], [1.865981, -0.696121, -7.221848], [0.316573, 0.174856, -6.898383], [-0.178598, -3.246954, -8.150771], [0.768533, -1.926038, -8.761060], [-0.963315, -1.689729, -8.281751], [-5.822134, -6.632749, 1.589992], [-4.538565, -6.756590, 1.011782], [-4.476374, -6.032511, -0.185022], [-3.037278, -6.069798, -0.778452], [-1.960690, -5.893126, 0.199214], [-1.699748, -4.510728, 0.717975], [-2.611482, -3.924374, 1.801379], [-2.997209, -4.897569, 2.762102], [-3.815816, -4.341410, 3.768564], [-5.852230, -7.132324, 2.556075], [-6.494900, -7.148490, 0.893317], [-6.110420, -5.586324, 1.726118], [-4.608147, -4.964079, 0.013172], [-5.167849, -6.425741, -0.934682], [-2.893756, -5.369190, -1.614331], [-2.895243, -7.062310, -1.217410], [-1.161815, -5.880390, -0.436978], [-1.600379, -3.810385, -0.117691], [-0.739314, -4.602134, 1.226377], [-3.560312, -3.539458, 1.400586], [-2.153866, -3.061908, 2.297389], [-3.189047, -3.833138, 4.508868], [-4.242269, -5.188107, 4.307940], [-4.619544, -3.681959, 3.433326], [-1.621792, 4.470607, 1.257532], [-1.497495, 4.459522, -0.143470], [-0.942600, 3.212614, -0.602758], [-0.434315, 3.228551, -2.044523], [0.183946, 4.480785, -2.541158], [1.619015, 4.584023, -2.167947], [1.768246, 5.077271, -0.727527], [0.881175, 6.106803, -0.345155], [1.297334, 6.583066, 0.917954], [-1.403919, 5.484212, 1.605260], [-0.906993, 3.902881, 1.866008], [-2.624078, 4.215988, 1.609560], [-1.558464, 2.360740, -0.297247], [-0.083947, 3.118506, 0.071455], [-1.138413, 2.994305, -2.844966], [0.268831, 2.388697, -1.985383], [0.248980, 4.522932, -3.549052], [2.043851, 5.290790, -2.887294], [2.074658, 3.598788, -2.322192], [2.798757, 5.416541, -0.554220], [1.671085, 4.165775, -0.133004], [2.207970, 7.184791, 0.830261], [1.414294, 5.718565, 1.584667], [0.488179, 7.152874, 1.379911], [-1.793665, 3.761448, 6.252834], [-2.261185, 2.533676, 5.739539], [-2.835565, 2.625618, 4.447285], [-3.924194, 1.574001, 4.200601], [-3.463929, 0.225211, 3.892900], [-3.021476, -0.536140, 5.096041], [-1.507656, -0.587111, 5.234761], [-0.824523, -1.524285, 4.389326], [0.138326, -0.881084, 3.570940], [-2.584717, 4.448081, 6.566304], [-1.237579, 4.270075, 5.455644], [-1.086502, 3.637316, 7.070063], [-2.057088, 2.555380, 3.680187], [-3.336040, 3.598488, 4.362241], [-4.390109, 2.006586, 3.299374], [-4.825387, 1.628904, 4.815619], [-2.586552, 0.413221, 3.415348], [-3.453700, -1.537365, 5.012913], [-3.470863, -0.138361, 6.008436], [-1.265408, -1.016022, 6.215953], [-1.141286, 0.437897, 5.327048], [0.596945, -1.723944, 3.047788], [0.978273, -0.451867, 4.131295], [-0.338879, -0.195602, 2.868264], [-3.098943, -2.211322, -2.624292], [-1.962347, -2.859084, -3.408942], [-2.363981, -3.868812, -4.478879], [-1.279582, -4.552953, -5.057702], [-1.654358, -5.516735, -5.991361], [-1.225560, -1.802133, -4.141999], [-3.559176, -3.009197, -2.023785], [-3.848462, -1.819424, -3.317318], [-2.810862, -1.423429, -1.932226], [-1.246155, -3.275488, -2.696400], [-2.956114, -3.392443, -5.269850], [-2.999028, -4.619368, -3.978067], [-0.932613, -6.338471, -5.994448], [-1.522241, -5.168936, -7.027961], [-2.688045, -5.841186, -5.851150], [-1.797560, -1.207978, -4.741827], [-1.027450, -1.122937, -3.399987]],
  "forces_ev_per_a": [[1.1711, -1.7734, -0.5516], [-0.6457, 0.5953, 0.6150], [0.3201, 0.0112, -0.4135], [-0.8088, 0.1982, 1.0930], [0.1769, -0.5059, -0.0658], [0.0215, 1.1578, -0.9377], [-0.0067, 0.4767, 0.7597], [1.7432, 0.4301, 1.1549], [0.0183, -0.4542, -0.6895], [-0.7230, 0.1728, -0.6041], [-0.6582, -0.0074, -0.3692], [-0.5596, -0.3179, -0.2308], [0.1664, -0.5308, -0.3768], [-1.4698, -1.2317, 1.1463], [-0.0819, 0.5144, 0.3330], [1.4833, -0.3656, -0.7879], [0.3048, -0.3975, -0.0721], [-0.9874, 0.2874, -0.1064], [-0.5475, 0.0213, -0.0412], [0.2414, -0.0407, -0.0894], [0.0169, 0.2226, 0.4407], [0.1560, -0.0139, 0.1434], [0.3880, 0.1903, 0.3626], [0.5331, 0.2841, -0.0443], [0.0144, 0.2439, -0.0450], [0.3926, 0.2627, -0.1525], [0.0982, 0.2706, -0.2991], [0.4443, -0.0245, 0.2004], [-0.7047, 0.0935, 0.0338], [-0.4026, 0.3158, 0.1051], [0.0534, -0.0052, 0.0081], [0.3869, 0.7714, 0.8464], [0.0333, -0.4149, -0.1957], [-0.1814, 0.1733, 0.2621], [-0.1977, -0.5065, 0.4047], [2.3406, 0.8625, -0.5405], [-3.1032, -0.8647, 0.8040], [1.8441, -1.0310, -1.4161], [-0.5929, -0.1474, 1.1414], [0.5400, 0.1919, 0.1942], [-0.1876, -0.4307, -0.3235], [0.0434, 0.1606, -0.2630], [-0.2662, -0.2312, -0.1159], [0.0677, -0.2022, -0.0099], [0.0225, 0.0589, -0.1834], [-0.2490, 0.0647, -0.0520], [0.0266, 0.0582, -0.1713], [-0.7524, 0.0463, 0.2656], [0.3648, -0.2012, -0.7521], [0.0077, -0.1169, 0.1045], [-0.0379, 0.9686, -0.4243], [0.0686, 0.2538, 0.2613], [0.0070, -0.1004, 0.4252], [-0.1065, 0.2986, -0.2672], [0.0187, 0.3305, -0.1037], [0.2783, -0.4353, -0.6277], [-0.0381, -0.0495, 0.2279], [1.9649, 0.7951, -0.2617], [-0.5026, -0.6972, 0.3673], [0.5766, 0.9544, -0.3410], [-0.4025, -0.3096, 0.8774], [-1.2001, -0.1872, -0.2897], [0.0320, 0.2262, -0.0601], [0.7589, -0.7841, 0.6123], [0.2321, -0.0647, -0.0248], [-0.5681, 0.2399, 0.2973], [-0.0504, 0.0525, -0.0866], [-0.8347, 0.0552, 0.0333], [-0.2708, 0.2032, -0.0338], [-0.6760, 0.2195, 0.0418], [0.1303, -0.0512, 0.0980], [0.2136, -0.9440, 0.3464], [-0.0239, 0.3219, 0.2010], [0.2346, 0.0383, -0.3438], [0.0804, 0.1279, -0.4092], [0.4057, -0.0580, -0.1128], [-0.0669, 0.4198, -0.0921], [-0.2354, -0.0350, -0.1078], [0.0675, 0.0635, -0.3498], [0.0056, 1.0713, 0.3366], [-0.4624, -0.7672, 0.0543], [0.7085, 1.3396, 1.2466], [-0.0144, 0.0580, -0.7679], [1.1554, -0.2512, 0.8994], [-1.3619, 1.0545, -0.1592], [0.6553, -0.8778, -0.4153], [0.3679, 0.0403, -0.2036], [-0.7815, -0.6069, 0.1588], [-0.3160, 0.2554, -0.2059], [0.2281, -0.6180, -0.6658], [-0.1778, -0.2068, -0.1422], [-0.3412, -0.0821, -0.7370], [0.3746, -0.4686, -0.4259], [-0.5890, -0.2901, 0.5788], [0.1809, 0.0125, -0.5258], [-0.8378, -0.5046, -0.0432], [0.1971, 0.0244, 0.1582], [0.4511, 0.1153, 0.3880], [0.1702, 0.0078, -0.1591], [-0.2930, 0.3206, 0.5931], [0.0756, -0.0520, 0.1920], [0.5364, 0.1463, 0.1310], [0.0511, 0.3261, -0.3737], [0.4876, 0.4342, -1.0244], [0.0543, -0.3017, 0.7979], [-0.9614, 0.1825, 0.9622], [-0.2169, 0.9291, -1.4874], [0.4491, 0.4226, 0.9079], [-0.3730, -0.4152, -0.6525], [-0.1287, -1.3489, 1.9513], [-0.5241, 1.6598, -0.1136], [0.3735, -1.4607, -0.3628], [-0.2767, -0.1986, 0.0530], [0.0751, 0.1950, 0.0588], [-0.1945, -0.4809, 0.1181], [0.0033, -0.0211, -0.0796], [0.1536, 0.1135, -0.1504], [0.2527, -0.4203, -0.4226], [0.6006, -0.3143, 0.9167], [-0.2147, -0.4097, -0.6350], [0.3474, -0.1401, -0.0486], [0.2082, 0.3563, -0.0251], [-0.4300, 0.2632, 0.3515], [0.4683, -0.0229, -0.8693], [-0.0732, 0.3734, -0.5258], [-0.3924, 0.4517, 0.2110], [0.3257, 0.1310, -0.0406], [-0.8527, -1.5626, -0.0976], [0.8130, 1.7593, -1.4851], [-0.8473, -0.7406, 0.8837], [0.5369, 0.2509, 0.5087], [0.4682, 0.0517, -0.8316], [0.3923, 1.0068, 1.1915], [-0.3449, 0.2466, 0.0832], [-0.0619, 0.0466, 0.0634], [0.4743, -0.0119, -0.1705], [0.0605, -0.2572, -0.2035], [-0.0925, 0.2522, 0.0906], [-0.2588, -0.0388, -0.1998], [-0.2652, -0.2307, 0.6675], [-0.4766, 0.4946, 0.0458], [0.0687, -0.3092, 0.0169], [-0.5711, -0.7717, -0.2700], [0.6102, -0.3847, -0.4681]],
  "spin_multiplicity": 1,
  "e_homo_ev": -5.91,
  "e_above_lowest_ev": 0.881,
  "e_lumo_ha": 0.0783,
  "charge": -1,
  "homo_lumo_gap_ev": 8.041
}